# 1
Density functional theory data (the ωB97M-V functional and the def2-TZVPD basis) for C26H46IrO2P2 as an isolated structure.

Geometry as XYZ:
```
77
Properties=species:S:1:pos:R:3:forces:R:3:lowdin_spin:R:1
Ir -0.1223 -0.3068 0.4840 -0.551 0.226 1.594 1.032
P -1.2090 0.1283 -1.5900 -2.389 -0.170 -1.275 0.265
P 1.5627 1.1642 0.1054 -0.035 -0.553 0.332 0.134
O -2.2612 1.2202 1.7264 1.438 -0.265 -0.279 0.086
O -0.2824 2.0110 2.3826 -0.432 -0.704 -0.496 0.018
C -1.7563 -2.5733 1.8854 -0.458 0.101 -0.333 0.057
C 1.1392 -0.0157 5.1083 -0.030 0.238 0.008 0.031
C -0.6292 -0.9234 3.4838 -0.337 -0.233 -0.060 0.346
C -0.7945 -1.7576 -1.4094 1.438 -0.771 0.532 0.240
C -1.1655 -1.4680 -4.4390 0.021 -0.015 0.647 0.022
C 1.0371 0.8510 -3.2885 1.148 -0.434 -0.764 -0.002
C 0.3394 -1.1728 -4.6040 0.405 -0.625 -0.446 0.003
C 1.5596 -1.0907 2.8307 0.200 -0.547 -1.050 0.369
C -1.0392 1.1611 1.6139 -1.937 0.772 0.760 0.118
C 3.0264 -1.1912 2.9683 0.492 0.031 -0.116 0.054
C 1.2956 -3.0274 1.2036 0.218 -0.127 -0.140 0.034
C 0.7656 -1.7397 1.7582 -0.055 -0.779 1.516 0.206
C -1.1054 2.8300 3.2484 -0.178 0.370 0.327 0.006
C 0.5095 1.8274 -4.2988 -0.346 0.192 -0.082 0.027
C 0.5847 2.4930 -0.7490 1.040 0.075 -0.226 0.032
C -1.7833 -0.7419 4.3778 -0.572 0.140 0.158 0.053
C -1.9026 -0.5358 -3.5026 0.272 -1.204 0.916 0.230
C -2.9336 0.0090 -0.9550 -0.330 0.420 0.108 0.027
C -0.9621 1.5393 -4.6974 -0.153 0.616 -0.381 0.070
C 2.4999 1.9771 1.4100 -0.030 0.353 0.188 0.015
C -0.6633 -1.6205 2.2093 1.456 -0.341 0.743 0.265
C -1.8081 0.8771 -3.6539 -1.419 2.841 -1.467 0.517
C 0.9998 -0.4859 -3.4403 0.661 0.711 -0.867 -0.003
C 0.7025 -0.6265 3.8249 -0.251 0.474 0.475 0.260
C -0.7928 2.0824 -1.2727 -0.046 0.689 -1.059 0.158
C 2.8793 0.2984 -0.7788 0.397 0.474 -0.829 0.037
H -1.7405 -2.2998 -1.5354 0.234 0.488 0.244 0.009
H -2.6653 1.4808 -3.3046 0.402 -0.468 -0.267 0.022
H -1.2953 -2.5065 -4.1028 -0.129 0.275 -0.081 0.001
H -1.5672 2.4208 -0.5576 0.129 -0.732 -0.436 0.004
H 3.4613 -0.2662 3.3709 -0.048 -0.269 -0.052 0.009
H 3.0611 1.2276 1.9796 -0.111 0.248 -0.227 0.002
H 2.0851 0.5272 4.9893 -0.237 -0.108 0.045 0.004
H -0.4411 3.4021 3.9075 -0.017 -0.242 -0.373 0.000
H -1.8064 -1.5015 5.1729 0.096 0.077 -0.099 0.022
H 1.2191 2.9000 -1.5455 -0.265 0.145 0.114 0.003
H 3.2011 2.6819 0.9405 -0.074 -0.176 0.151 0.004
H 3.5193 1.0202 -1.2971 0.202 -0.209 -0.007 0.008
H -2.7280 -0.8301 3.8327 0.130 0.149 0.123 0.002
H -1.8243 -3.3453 2.6685 0.013 0.186 -0.152 0.018
H 1.3044 -0.7779 5.8845 -0.075 0.065 -0.191 0.013
H 1.6767 -1.1322 -2.8813 -0.395 0.252 0.229 0.000
H -2.7191 -2.0416 1.8480 0.177 -0.203 0.072 0.008
H -3.1655 -1.0455 -0.7529 0.030 0.358 -0.082 0.000
H 1.8197 2.5136 2.0756 0.288 -0.102 -0.141 0.000
H -0.3533 -2.0298 -0.4230 0.047 -0.944 -0.249 0.026
H 0.3714 0.6698 5.4884 0.225 -0.150 -0.034 0.004
H 0.8513 -2.1448 -4.7303 -0.230 0.428 -0.072 0.000
H 3.2986 -1.9887 3.6803 -0.082 0.142 -0.169 0.023
H 0.5030 -0.6365 -5.5538 0.069 0.023 0.527 0.000
H -0.9872 2.5780 -2.2548 0.181 -0.409 0.945 0.013
H -1.6123 -3.0701 0.9225 -0.022 -0.032 0.214 0.003
H 3.5158 -1.4320 2.0154 -0.086 0.079 0.259 0.002
H -1.7102 3.5076 2.6296 0.120 -0.218 0.364 0.000
H 2.2141 -2.8549 0.6322 -0.110 -0.139 0.061 0.005
H -1.6427 -1.4017 -5.4280 -0.049 0.011 0.254 0.009
H -3.6464 0.3825 -1.7051 0.195 -0.051 0.280 0.005
H 3.4918 -0.2617 -0.0665 -0.192 0.207 0.106 0.001
H -2.8741 -0.9607 -3.1952 0.411 0.353 -0.134 0.015
H 1.1248 1.7950 -5.2208 -0.120 -0.060 0.514 0.001
H 1.7202 1.2918 -2.5699 -0.194 -0.372 -0.085 0.000
H 0.4855 3.2923 0.0057 -0.069 -0.343 -0.221 0.002
H 0.5736 -3.5284 0.5559 0.137 -0.053 0.070 0.002
H 1.5306 -3.6976 2.0452 -0.023 0.065 -0.296 0.009
H 2.4704 -0.4067 -1.5042 0.225 0.240 0.320 0.003
H -1.7611 2.1859 3.8518 0.175 0.358 -0.286 0.001
H -0.0611 -2.0546 -2.1763 -0.423 0.251 0.570 0.008
H -1.7486 0.2321 4.8821 -0.085 -0.218 -0.081 0.010
H -0.9675 0.9642 -5.6373 -0.120 0.113 0.327 0.014
H -3.0509 0.5723 -0.0213 -0.014 -0.167 -0.345 0.002
H -1.4186 2.5118 -4.9292 0.054 -0.311 -0.112 0.005
H 0.5976 2.8653 -3.9276 -0.004 -0.490 -0.032 0.001
```
Positions in Å, forces in eV/Å.

Properties
- HOMO (spin up / spin down) (Eh) = -0.4338 / -0.5494
- LUMO energy (spin up / spin down) (Eh) = -0.220 / -0.325
- expectation value of S² = 8.7771
- charge = +2
- multiplicity = 6
- Kohn-Sham gap (spin up / spin down) (hartree) = 0.214 / 0.225


# 2
Density functional theory data (the ωB97M-V functional and the def2-TZVPD basis) for a 3-piece molecular cluster, C26H46O8 overall.

Geometry as XYZ:
```
80
Properties=species:S:1:pos:R:3:forces:R:3:lowdin_charge:R:1
O 3.3826 -4.1241 1.4125 0.000 0.057 0.085 0.062
O -4.3955 1.5774 2.5882 -0.120 0.188 0.072 0.039
O 1.9834 -5.7522 2.0094 0.197 0.051 -0.061 0.073
O -4.7658 -0.1520 3.9818 -0.049 -0.260 0.028 0.172
O 1.6381 -4.6378 0.0825 -0.157 0.070 -0.294 0.171
O 6.1420 3.5774 -4.4986 -0.116 -0.332 0.801 -0.006
O 4.6033 3.8025 -2.8057 0.659 -0.416 -2.770 0.122
O -4.2924 1.8988 4.7897 0.079 -0.021 -0.070 0.086
C 0.9874 2.9487 -1.4213 -0.492 0.386 0.364 -0.210
C -4.5121 0.9908 3.8070 0.063 0.174 0.005 -0.565
C 4.8791 3.5110 -3.9650 -0.641 0.989 1.704 -0.411
C 2.6806 -6.2323 4.2899 -0.272 -0.021 -0.053 -0.022
C -3.4675 -3.5241 1.0664 -0.086 0.872 -0.570 -0.203
C 0.2970 2.3182 -3.8488 -0.061 0.464 -0.223 -0.208
C -0.3487 1.1438 -0.2372 -0.595 0.352 0.262 -0.188
C -2.2561 -0.2859 0.8001 0.150 0.419 -0.749 -0.188
C 2.2700 -4.8193 1.0656 0.015 -0.121 0.236 -0.565
C 4.9474 2.0127 -5.7960 0.978 0.040 -0.010 -0.107
C 3.6847 -4.4468 2.7753 0.128 0.051 -0.080 -0.097
C 0.1971 2.5871 -0.1579 0.660 -0.720 -0.587 -0.205
C -1.8522 1.0392 0.1064 0.755 -0.630 0.191 -0.184
C -3.7585 3.0911 4.1830 -0.089 0.254 0.118 -0.329
C -4.1391 4.3223 4.9641 -0.154 -0.135 0.204 -0.022
C 3.9584 2.9521 -5.0661 0.635 -1.453 0.696 -0.187
C -1.5999 -4.8506 2.0519 0.147 0.797 -0.185 -0.096
C -3.0646 -1.2154 -0.1092 -0.260 0.307 0.334 -0.207
C 0.0776 3.2224 -2.6295 0.454 -0.336 -0.232 -0.191
C 2.7580 2.2090 -4.4700 -0.434 0.808 0.160 -0.153
C 6.2916 2.2536 -5.0793 -0.605 0.868 0.037 -0.130
C -4.0293 -2.1428 0.6275 0.108 -0.717 -0.328 -0.188
C -1.9473 -3.6767 1.0801 -0.175 -1.317 0.849 -0.238
C 3.1119 -5.8381 2.9003 -0.118 -0.109 0.339 -0.333
C 1.3892 2.8067 -4.8119 -0.078 -0.722 -0.036 -0.193
C -4.3535 2.9957 2.7979 0.096 -0.028 -0.197 -0.091
H 0.2523 4.2420 -2.9645 -0.150 0.231 -0.019 0.103
H -0.6427 2.2659 -4.3945 -0.126 -0.055 -0.114 0.102
H -4.8576 -2.3419 -0.0508 -0.192 0.008 -0.029 0.098
H 0.9030 2.6354 0.6672 -0.157 0.229 0.367 0.103
H -2.8693 -0.0298 1.6514 -0.112 -0.147 0.326 0.081
H 4.7564 -4.3982 2.9501 0.020 0.033 -0.166 0.138
H 4.7437 0.9530 -5.6943 -0.534 -0.076 -0.095 0.110
H 1.4195 3.8915 -4.8616 0.025 0.212 0.138 0.110
H -3.7493 4.2686 5.9797 0.073 0.016 -0.029 0.088
H 2.1932 -7.2063 4.2793 0.069 -0.032 -0.011 0.088
H 6.3959 1.5776 -4.2346 0.323 -0.305 -0.084 0.127
H 3.1754 -3.7294 3.4234 -0.025 -0.060 0.058 0.139
H -3.7371 5.2141 4.4838 0.028 -0.006 -0.026 0.091
H -3.6721 -0.5637 -0.7352 -0.106 0.059 -0.167 0.100
H -0.6135 3.2904 -0.0016 -0.094 0.246 0.111 0.098
H -1.5700 -3.9559 0.1031 0.038 0.254 -0.285 0.101
H -3.8640 -4.2779 0.3892 -0.051 -0.217 -0.024 0.107
H -0.8657 -4.5104 2.7771 0.273 -0.189 0.066 0.058
H -2.4090 1.1380 -0.8205 -0.318 0.345 -0.018 0.102
H 1.5891 3.8325 -1.2250 0.208 0.048 0.025 0.106
H -5.2235 4.4154 5.0331 -0.008 -0.001 -0.070 0.091
H 0.2027 0.5138 0.4545 0.183 -0.098 0.081 0.101
H -4.4693 -1.6453 1.4864 0.083 0.277 0.144 0.093
H -0.9691 3.1700 -2.3393 -0.139 -0.078 0.178 0.102
H -0.1748 0.7396 -1.2303 0.033 -0.122 -0.183 0.102
H -1.2191 -5.7223 1.5352 0.115 -0.165 -0.038 0.064
H 2.8683 2.2100 -3.3888 0.083 0.056 0.133 0.095
H -2.4797 -5.1247 2.6215 -0.137 -0.231 0.081 0.054
H -5.3744 3.3828 2.7541 0.008 0.054 0.079 0.140
H 1.6743 2.1289 -1.6056 0.182 -0.098 -0.178 0.098
H -1.3398 -0.7543 1.1450 0.008 -0.208 0.265 0.088
H 7.1683 2.2737 -5.7075 0.172 -0.119 -0.108 0.122
H 0.5453 1.2990 -3.5580 -0.093 -0.182 0.186 0.106
H -3.7501 3.4747 2.0307 0.034 -0.158 -0.065 0.134
H -3.8793 -3.7543 2.0426 0.033 -0.029 0.236 0.093
H -2.6707 2.9825 4.1451 0.000 -0.034 -0.047 0.160
H 3.5431 -6.2818 4.9543 0.032 -0.001 -0.016 0.090
H 1.9657 -5.5125 4.6901 0.041 0.053 -0.011 0.090
H 3.8010 -6.5809 2.4882 0.027 0.036 -0.038 0.158
H 3.7130 3.7715 -5.7284 -0.329 0.251 -0.006 0.150
H 2.7417 1.1683 -4.7705 0.142 -0.214 -0.152 0.114
H -2.0851 1.8581 0.7810 -0.229 0.242 -0.025 0.083
H -1.4191 -2.7895 1.4017 -0.082 0.243 0.043 0.081
H 5.0670 2.2440 -6.8475 -0.195 0.063 -0.196 0.112
H 1.1144 2.4516 -5.8045 0.055 0.153 -0.272 0.107
H -2.4261 -1.7762 -0.7877 0.163 -0.094 -0.086 0.113
```
Positions in Å, forces in eV/Å.

Properties
- HOMO (Eh) = -0.3668
- LUMO energy (Eh) = 0.025
- multiplicity = 1
- structure (SMILES) = CCCCCCCCCCCCCC[C@@H]1CCOC1=O.C[C@@H]1COC(=O)O1.C[C@@H]1COC(=O)O1
- Kohn-Sham gap (hartree) = 0.392